# 1
Here is the molecule C6H14N2O3 at a distorted geometry from OMol25. Energies are from the ωB97M-V functional and the def2-TZVPD basis.

Results
Energy (a.u.): -572.2314
HOMO level (eV): -9.490
Net charge: 0
Orbital gap (eV): 10.2506

CARTESIAN COORDINATES (ANGSTROEM)
H (2.194, 1.125, 2.148)
H (0.137, 0.134, -3.102)
O (-2.453, -0.156, -0.740)
H (1.578, 1.551, 0.082)
C (-1.353, -0.927, -0.245)
H (-0.110, 1.556, 1.904)
H (-0.028, -1.728, -1.813)
H (-2.102, -0.145, 1.559)
H (-0.298, 1.197, -1.875)
H (1.525, -1.463, -0.080)
H (-1.672, 1.461, -0.178)
H (-1.681, -1.986, -0.175)
H (-2.223, 0.009, -1.618)
H (1.910, -0.337, -1.380)
C (1.220, 0.568, 0.502)
C (-0.193, 0.964, 0.950)
C (1.155, -0.588, -0.582)
N (2.044, 0.210, 1.646)
O (-0.498, -1.292, 1.953)
C (-1.072, -0.340, 1.143)
H (0.419, -1.027, 2.158)
C (-0.202, -0.799, -1.294)
H (2.934, -0.091, 1.300)
N (-0.454, 0.246, -2.276)
O (-0.779, 1.859, 0.010)



# 2
Here is the molecule C6H13N at a distorted geometry from OMol25. Energies are from the ωB97M-V functional and the def2-TZVPD basis.

Results
Energy (a.u.): -290.9374
HOMO level (eV): -5.957
Net charge: 0
Orbital gap (eV): 4.2088

CARTESIAN COORDINATES (ANGSTROEM)
H (1.705, 0.968, -1.389)
H (1.919, -1.435, -0.565)
H (-2.118, -0.227, -1.790)
N (-2.642, -0.751, -1.097)
H (-0.180, -0.914, -0.334)
C (-0.108, -0.302, 0.602)
C (1.484, 1.353, -0.382)
C (1.235, 0.253, 0.594)
H (-2.047, -1.556, -0.815)
H (0.746, 2.152, -0.430)
C (2.179, -0.888, 0.359)
H (-1.435, 1.116, 1.458)
H (-3.207, -0.471, 0.877)
H (2.319, -1.679, 1.098)
C (-1.399, 0.607, 0.489)
C (-2.646, 0.024, 0.085)
H (2.374, 1.909, -0.121)
H (-1.103, 1.426, -0.187)
H (-0.278, -1.009, 1.426)
H (3.202, -0.576, 0.123)



# 3
Here is the molecule C3H8NOS at a distorted geometry from OMol25. Energies are from the ωB97M-V functional and the def2-TZVPD basis.

Results
Multiplicity: 2
Energy (a.u.): -647.1753
Expectation value of S²: 0.76
HOMO level (alpha / beta) (eV): -9.317 / -9.112
Net charge: 0
Orbital gap (alpha / beta) (eV): 9.9689 / 6.0995

CARTESIAN COORDINATES (ANGSTROEM)
C (-0.036, 0.039, 0.506)
H (2.778, -0.768, 0.125)
H (-1.459, 0.729, -0.932)
C (-1.257, 0.844, 0.126)
H (3.055, -0.625, -1.637)
C (2.295, -0.608, -0.875)
H (-2.056, -0.702, 1.196)
H (0.550, 0.407, 1.359)
H (-3.162, 0.236, 0.411)
S (1.334, 0.930, -0.905)
H (-1.145, 1.910, 0.367)
N (-2.344, 0.280, 0.988)
O (-0.142, -1.243, 0.351)
H (1.588, -1.429, -1.080)



# 4
Here is the molecule C4H7NO2 from OMol25. Energies are from the ωB97M-V functional and the def2-TZVPD basis.

Results
Energy (a.u.): -361.8367
HOMO level (eV): -10.213
Net charge: 0
Orbital gap (eV): 11.1713

CARTESIAN COORDINATES (ANGSTROEM)
C (-0.627, -1.003, 0.006)
H (-0.280, 1.562, 0.750)
H (1.919, -0.897, 1.662)
C (1.494, -1.526, 0.871)
H (0.218, 2.654, -0.563)
N (0.598, -0.728, 0.075)
H (1.031, -2.411, 1.330)
H (-1.162, -1.841, 0.469)
H (-1.480, 2.598, -0.050)
H (2.327, -1.855, 0.243)
O (-0.726, 1.054, -2.416)
C (-0.576, 1.999, -0.203)
C (-0.858, 0.942, -1.237)
O (-1.463, -0.226, -0.721)



# 5
Here is a structure of composition C18H43B2Cl2CsFIN4O13P2S5 at a distorted geometry from OMol25. Energies are from the ωB97M-V functional and the def2-TZVPD basis.

Results
Energy (a.u.): -5969.7669
HOMO level (eV): -4.644
Net charge: 0
Orbital gap (eV): 2.4525

CARTESIAN COORDINATES (ANGSTROEM)
H (-3.279, -2.165, -0.653)
H (-5.062, 0.328, -1.241)
S (-0.673, -0.915, -5.674)
C (4.123, 1.979, 4.505)
C (-0.785, -1.159, -1.760)
C (-2.271, -0.522, -1.914)
H (1.393, -4.744, 0.161)
H (4.855, 1.261, 4.871)
H (-2.833, -3.353, -2.986)
O (5.604, 4.508, -2.199)
H (-0.917, 1.229, -3.689)
C (-0.489, -4.228, -1.065)
C (-1.208, -1.034, 0.898)
H (3.691, 6.507, 0.540)
C (-4.630, -0.476, -0.607)
H (1.233, 2.982, -2.226)
H (-2.441, -0.179, -2.967)
H (0.929, 1.054, -3.849)
B (-0.610, -1.538, 2.332)
H (-1.470, -6.281, -1.173)
H (1.059, 7.049, 0.679)
H (-0.574, 3.100, -2.056)
Cl (-2.378, 1.147, -1.087)
H (2.958, 1.749, 6.317)
S (2.141, 6.479, -2.510)
H (-3.474, 2.191, 4.545)
H (-4.039, -1.773, -2.217)
Cl (1.246, -6.752, 3.785)
N (-0.991, -3.184, -0.168)
O (3.213, 1.347, 3.599)
O (0.720, 0.902, -0.805)
N (-4.312, 1.816, 4.141)
C (3.040, 6.947, -0.219)
H (-5.469, -1.217, -0.458)
S (1.776, 2.075, 3.671)
H (0.697, -6.087, -0.831)
H (1.640, -1.016, -4.046)
N (-3.198, -0.074, 3.466)
H (0.856, -2.930, -5.019)
O (-5.407, 0.172, 3.027)
H (1.545, 5.423, 0.145)
C (-4.375, 0.608, 3.512)
H (-2.309, -1.194, 1.008)
O (2.076, 3.009, 4.958)
N (-0.487, -2.223, -2.797)
H (-1.301, -5.274, 1.241)
O (0.804, 1.099, 4.028)
C (0.144, -3.546, -2.340)
H (0.173, 1.538, -0.320)
C (0.447, -5.179, -0.218)
O (1.018, 6.701, -1.374)
P (0.463, -1.746, -4.308)
C (-0.563, -1.835, -0.319)
C (0.070, 1.287, -3.156)
C (-3.497, -1.320, -1.339)
F (0.549, -5.425, 2.230)
H (-2.335, 0.265, 3.857)
C (0.256, 2.798, -2.739)
O (1.631, 2.916, 2.531)
H (-5.162, 2.349, 4.195)
Cs (5.166, 7.488, -1.708)
B (0.043, 0.278, -1.868)
H (-0.933, 0.049, 0.880)
P (2.043, -3.712, -2.507)
S (-1.909, -2.750, -3.793)
H (2.697, -2.447, -2.669)
O (3.441, 6.527, -1.524)
H (-1.911, -5.254, -2.524)
C (-0.270, -5.677, 1.121)
H (3.117, 8.040, -0.174)
H (4.638, 2.779, 3.967)
O (2.017, 5.163, -3.008)
C (1.600, 6.490, -0.081)
H (2.661, -4.227, -1.330)
H (3.742, 3.340, 6.162)
O (2.170, 7.630, -3.350)
I (1.559, -1.825, 0.417)
H (0.181, 3.412, -3.674)
H (-0.264, -2.968, 3.622)
H (-1.851, -3.355, 0.330)
H (4.656, 4.620, -2.178)
H (-3.208, -0.969, 3.010)
H (-4.347, -0.158, 0.422)
H (-2.662, -4.868, -0.935)
O (-0.721, -2.853, 2.768)
H (0.922, -0.851, 3.296)
S (2.540, -5.017, -3.889)
O (-0.005, -0.580, 3.212)
C (-1.717, -5.215, -1.415)
H (-0.137, -4.276, -3.154)
H (-0.323, -6.798, 1.049)
C (3.255, 2.534, 5.616)



# 6
Here is a structure of composition C37H66F2InN2O4S2Si at a distorted geometry from OMol25. Energies are from the ωB97M-V functional and the def2-TZVPD basis.

Results
Energy (a.u.): -3334.8039
HOMO level (eV): -4.981
Net charge: -1
Orbital gap (eV): 5.8778

CARTESIAN COORDINATES (ANGSTROEM)
H (-7.442, -3.451, -5.084)
H (-7.433, 0.090, -0.918)
C (-0.882, 3.023, -0.119)
C (6.396, -4.205, 2.491)
H (4.757, -4.411, -0.354)
H (6.581, -5.010, 3.211)
H (6.268, -2.049, 2.435)
H (5.733, 4.727, 2.416)
H (-10.994, -1.817, -2.540)
H (-1.302, 1.952, -0.436)
H (-1.772, -1.203, 2.474)
H (-7.565, 1.379, 1.519)
H (-6.522, -3.445, -2.198)
C (-4.786, 0.474, -1.831)
H (1.639, -1.677, -2.258)
C (-2.516, -0.757, 1.660)
H (-0.212, -3.871, -1.164)
H (6.069, 2.845, 3.495)
S (-8.240, -3.545, 0.761)
C (-2.923, 0.747, 2.213)
C (-2.169, 3.988, 0.175)
In (-4.835, 2.044, -0.165)
H (-0.116, 3.145, -4.844)
H (1.291, 0.778, -0.751)
C (-8.438, 0.609, -0.557)
H (-9.065, 2.331, 0.883)
H (-0.236, 2.874, 0.864)
C (1.295, -0.656, -2.748)
H (9.018, -6.231, 2.247)
O (2.354, -3.668, 1.919)
H (-2.181, 1.595, 1.894)
H (7.941, 5.472, 1.520)
C (-4.468, 1.189, 1.894)
C (-3.475, 3.740, -0.779)
H (-5.354, 0.935, -2.754)
C (-1.653, -2.216, -0.527)
O (3.601, -1.917, 0.680)
C (0.560, 2.128, -2.705)
H (0.283, 0.639, -6.281)
H (-7.354, 3.173, -1.235)
C (8.649, -4.200, 1.599)
H (2.607, 4.835, -1.678)
H (2.664, 3.303, -0.496)
C (-1.694, -0.754, 0.238)
H (4.430, 2.273, 3.189)
H (-6.955, 3.873, 0.476)
F (-3.176, 3.563, -2.223)
H (1.102, -1.689, -4.936)
H (-1.772, -1.995, -1.694)
H (-2.263, -0.017, -0.491)
C (5.486, 2.094, 2.958)
H (-2.568, -2.840, -0.146)
S (-9.537, -0.703, 0.211)
H (5.570, 5.414, 0.813)
H (-3.428, -1.506, 1.614)
H (5.795, -2.772, 3.990)
C (3.584, -4.306, -0.363)
H (8.747, -5.105, 3.578)
H (1.935, 4.996, 0.108)
N (-8.790, -2.594, -1.883)
H (8.871, -3.175, 1.911)
C (1.079, 0.744, -1.922)
H (-1.188, -3.438, 1.727)
H (5.371, -4.346, 2.129)
H (-1.815, 5.102, 0.067)
C (0.260, 2.160, -4.321)
C (6.498, -2.842, 3.155)
O (5.327, 3.398, 0.875)
C (-0.419, 5.080, -2.594)
H (0.691, -2.316, -0.387)
H (-5.267, -0.550, -1.457)
H (-2.838, 0.676, 3.401)
H (10.286, -5.068, 2.712)
F (-4.298, 5.004, -0.690)
H (6.761, 1.936, 1.210)
H (1.166, -1.811, 1.728)
H (-1.200, 4.686, -3.405)
H (7.501, -2.650, 3.543)
H (-4.901, 1.888, 2.759)
H (3.032, -5.316, -0.135)
H (7.963, 3.714, 1.694)
C (0.976, -0.675, -4.361)
C (-8.061, 1.791, 0.525)
C (2.036, 4.263, -0.811)
H (-0.589, -0.350, 0.420)
H (-5.120, 0.191, 1.969)
H (-0.903, 5.952, -1.957)
H (0.469, 5.549, -3.237)
Si (0.311, 3.667, -1.509)
C (3.170, -3.187, 0.792)
C (7.492, 4.540, 1.159)
H (0.015, -4.859, 1.097)
C (5.718, 2.157, 1.458)
C (-8.816, -2.372, -0.370)
C (1.075, -2.942, 2.024)
C (5.985, 4.564, 1.364)
C (0.490, 0.721, -5.130)
H (-2.489, 3.810, 1.293)
C (-6.991, 2.860, -0.143)
H (7.731, 4.421, 0.095)
N (-9.562, -2.598, -4.285)
C (-7.563, -3.131, -2.649)
H (9.150, -4.344, 0.637)
H (3.302, -3.847, -1.424)
O (7.252, -4.352, 1.361)
C (9.207, -5.207, 2.593)
H (5.115, 1.379, 0.974)
C (-9.953, -2.269, -2.839)
H (0.754, -2.959, 3.169)
H (-8.895, 1.136, -1.498)
H (-3.656, 0.350, -2.141)
C (-0.242, -3.041, -0.315)
C (-0.167, -3.706, 1.210)
H (5.767, 1.110, 3.346)
C (-8.126, -3.118, -4.189)